No. 1
This record from the OMol25 dataset describes 6 unconnected molecules or ions with the total composition C36H80Br2N4 in a non-equilibrium geometry. The level of theory is wB97M-V/def2-TZVPD.

Structure (XYZ):
```
122
Properties=species:S:1:pos:R:3:lowdin_charge:R:1
H -6.36 3.22 -2.78 0.11
C 3.92 -1.99 -3.42 -0.06
H 2.10 0.69 -4.31 0.09
H -6.27 4.37 -1.41 0.11
H 2.70 -4.09 -0.75 0.10
H 1.01 -4.45 3.40 0.12
C 1.43 2.24 -1.42 -0.14
H -4.76 1.23 -2.70 0.14
C 1.61 -1.39 2.81 -0.14
H -5.46 5.13 -4.19 0.09
H -4.48 2.03 0.93 0.09
C 2.36 -5.86 -1.85 -0.27
H 3.96 2.56 2.84 0.12
H -1.92 0.18 -0.21 0.09
H 2.67 1.39 0.25 0.12
H 4.62 2.86 0.57 0.10
H 0.49 1.71 -1.59 0.10
H 3.95 -2.65 -4.29 0.14
H 2.30 -4.18 -3.72 0.13
H 2.85 2.05 4.93 0.11
C -2.60 0.63 -0.93 -0.15
H 2.34 -0.32 -5.65 0.12
H 1.33 -6.00 -1.52 0.11
H 2.42 4.22 6.10 0.08
C 1.59 -1.49 -3.97 -0.07
H 1.40 2.76 4.49 0.08
H -2.25 0.22 -1.88 0.10
H 2.59 -7.82 -1.04 0.09
C 0.45 -1.75 1.83 -0.12
H -5.75 2.92 0.22 0.10
H -4.16 -0.72 -1.45 0.12
H 3.99 0.16 -3.25 0.10
C 1.94 2.18 0.05 -0.09
N 2.62 3.48 0.51 -0.20
C -5.84 4.09 -2.38 -0.18
C -4.88 1.30 -1.62 -0.11
C 2.88 2.69 2.93 -0.21
H 1.25 -1.77 -1.18 0.09
C -4.67 2.90 0.30 0.04
H -4.50 0.05 0.08 0.12
H -0.65 -6.37 1.55 0.10
H 0.12 -0.94 1.18 0.10
C -1.99 -1.58 2.32 0.01
C 2.99 -4.41 -1.75 -0.13
H 1.04 -4.50 1.62 0.08
H -5.94 1.20 -1.40 0.15
H 0.31 3.89 -2.06 0.11
H 2.08 1.78 -2.16 0.08
H 1.35 4.01 2.21 0.11
H 2.36 1.78 2.64 0.09
H -2.30 2.37 -2.09 0.11
N 2.46 -2.16 -2.88 -0.24
C -0.22 -1.92 4.19 -0.11
C 0.05 -6.13 2.35 -0.24
H 2.16 -0.66 2.22 0.08
Br -1.44 2.40 2.85 -0.47
H 2.30 -2.20 3.05 0.12
H -3.64 4.45 -1.75 0.13
H 3.11 -6.53 0.05 0.07
H 1.12 2.00 0.74 0.09
H -1.55 -7.35 3.26 0.08
H 2.17 -0.35 -1.81 0.07
H -2.03 2.70 -0.41 0.10
H -3.93 3.48 -3.13 0.12
N -4.14 2.54 -1.11 -0.20
H 2.78 5.04 4.59 0.06
C 2.96 4.13 5.16 -0.07
H 4.04 4.02 5.33 0.08
H -1.59 -4.09 3.27 0.10
C -6.13 5.30 -3.35 -0.21
C 2.07 -3.66 -2.79 -0.10
H 4.68 -2.16 -2.65 0.14
C 3.10 -6.85 -0.99 -0.12
H -7.52 6.35 -4.66 0.07
H 1.45 -2.23 -4.76 0.13
C 2.42 -0.31 -4.57 -0.11
H -1.33 -3.88 1.56 0.13
C -0.84 -3.78 2.53 -0.13
Br -3.12 -3.11 5.90 -0.60
C -7.59 5.54 -3.94 -0.08
H 0.65 -1.18 -3.50 0.13
C 3.87 -0.60 -4.02 -0.15
H -0.03 -7.38 4.11 0.07
H 0.24 -2.85 4.52 0.12
C -2.64 2.11 -1.08 -0.13
C 1.79 4.44 -0.43 -0.08
H 4.12 -7.05 -1.32 0.08
H 0.90 -6.74 2.04 0.10
H 0.73 -2.47 1.07 0.09
C 0.42 -4.63 2.50 -0.18
H -1.08 -1.63 4.78 0.04
H 4.52 4.67 0.37 0.12
H 1.01 -3.61 -2.54 0.14
H 4.07 -4.44 -1.91 0.12
H 0.93 4.78 0.15 0.13
C -0.70 -6.72 3.54 -0.09
H 2.89 -1.58 -0.74 0.11
H 1.48 -0.86 4.97 0.13
H -1.05 -6.00 4.28 0.07
C 1.33 3.76 -1.71 -0.14
N -0.67 -2.27 2.74 -0.20
C 2.39 3.76 2.01 -0.13
H 2.37 5.33 -0.65 0.13
H -8.11 4.74 -4.46 0.07
C 2.20 -1.42 -1.56 0.03
C -4.37 3.75 -2.17 -0.08
H -5.74 6.20 -2.88 0.11
H 1.96 4.08 -2.54 0.12
C 4.10 3.70 0.11 0.06
H 0.41 0.09 3.87 0.06
H -2.20 -1.78 1.27 0.09
H 2.96 4.67 2.20 0.13
H 2.40 -6.27 -2.86 0.11
H -4.26 3.82 0.70 0.11
H 4.01 3.52 -0.96 0.10
H -2.82 -1.73 3.01 0.08
H 4.70 -0.37 -4.69 0.13
H -1.76 -0.52 2.43 0.02
C 0.87 -0.87 4.06 -0.13
H -8.33 5.83 -3.19 0.07
C -4.10 0.23 -0.92 -0.16
C 2.47 2.90 4.36 -0.26
```

Properties
Relative energy (zero: lowest compared OMol25 entry of this formula, charge and spin): 636.4 kJ/mol
Total charge: +2



No. 2
This record from the OMol25 dataset describes 5 unconnected molecules or ions with the total composition C5H20NO5 in a non-equilibrium geometry. The level of theory is wB97M-V/def2-TZVPD.

Structure (XYZ):
```
31
Properties=species:S:1:pos:R:3:nbo_charge:R:1
H 1.24 2.98 0.47 0.47
C -0.56 -1.23 1.72 -0.49
H -2.68 -1.17 -0.99 0.23
H -1.46 2.54 0.00 0.23
H -0.58 -1.65 -0.45 0.23
H -1.53 -2.73 0.47 0.24
H -2.26 1.67 1.33 0.23
H -0.16 0.60 -3.33 0.52
H 1.17 -0.86 0.42 0.19
H 1.37 1.64 1.19 0.50
N -1.78 0.57 -0.44 -0.43
C 0.90 -1.03 1.50 -0.07
H 1.81 -0.71 -2.05 0.51
O 2.99 0.52 -1.05 -0.98
C -1.22 -1.67 0.43 -0.42
C -2.35 -0.71 -0.07 -0.24
H -0.92 -0.28 2.19 0.22
H 3.75 0.86 -1.53 0.50
O 0.76 2.38 1.06 -0.97
H 1.10 -2.06 -2.12 0.48
H -0.87 -1.73 2.66 0.24
H 1.59 -0.19 3.19 0.49
C -1.87 1.59 0.33 0.14
H -1.30 0.63 -1.38 0.49
O 0.95 -1.12 -2.27 -0.99
O -0.33 1.35 -2.75 -0.97
H 3.22 0.27 -0.15 0.49
H 1.49 -1.93 1.87 0.19
O 1.37 0.09 2.29 -0.76
H -0.67 2.12 -3.21 0.50
H -3.17 -0.73 0.66 0.23
```

Properties
Relative energy (zero: lowest compared OMol25 entry of this formula, charge and spin): 146.9 kJ/mol
Total charge: +1